1.
DFT (wB97M-V/def2-TZVPD) results for 7 unconnected molecules or ions with the total composition C18H42FN6O6.

Cartesian coordinates (Å):
F 21.9813 -18.2828 -14.2485
O 21.7267 -17.2042 -9.3678
O 23.5395 -13.6916 -13.8033
O 22.2392 -19.8449 -19.1429
O 16.8884 -18.0820 -13.8918
O 21.2254 -23.4223 -14.3511
O 27.1228 -18.7843 -15.6539
N 18.9962 -18.6871 -13.4875
N 21.1506 -21.1089 -14.6871
N 24.8855 -18.0549 -15.6216
N 22.0168 -18.4666 -11.1622
N 22.2701 -18.3976 -17.3850
N 22.2785 -15.3724 -14.3836
C 22.5376 -19.5652 -17.9544
C 23.3076 -20.6252 -17.0363
C 24.2099 -15.6871 -12.8611
C 21.6823 -22.2548 -14.1472
C 18.0886 -18.0612 -14.1710
C 20.6753 -16.4104 -11.3568
C 21.4899 -17.4219 -10.5458
C 18.5776 -17.2707 -15.3767
C 22.8025 -22.1191 -13.1264
C 25.1985 -16.8077 -16.3686
C 21.3775 -14.5978 -15.2476
C 22.8662 -19.4513 -10.5446
C 23.3181 -14.8392 -13.7108
C 20.0621 -21.1566 -15.6569
C 18.7408 -19.6410 -12.4213
C 21.7085 -17.1870 -18.0432
C 25.7059 -19.8578 -14.1734
C 25.9412 -18.7914 -15.1700
H 19.4449 -17.7250 -15.8558
H 26.0216 -16.2453 -15.9278
H 22.7472 -22.8604 -12.3292
H 26.4000 -19.6784 -13.3524
H 25.2549 -15.4461 -13.0563
H 19.6207 -16.3865 -11.0824
H 25.7951 -20.8951 -14.4964
H 18.2909 -19.2199 -11.5223
H 20.7581 -16.7137 -12.4005
H 24.7106 -19.8652 -13.7292
H 20.3379 -14.8625 -15.0545
H 19.9342 -18.5863 -13.8484
H 20.7538 -16.8503 -17.6391
H 23.9239 -18.1668 -15.3336
H 24.0133 -15.5284 -11.8008
H 21.4908 -20.1986 -14.4119
H 23.7835 -22.3047 -13.5638
H 18.7914 -16.2415 -15.0884
H 21.1204 -15.4222 -11.2414
H 24.0487 -16.7372 -13.1047
H 24.2728 -16.2404 -16.4652
H 17.8487 -17.1817 -16.1823
H 20.1373 -21.9716 -16.3768
H 21.4821 -13.5155 -15.1717
H 17.9671 -20.3438 -12.7307
H 19.9250 -20.2105 -16.1804
H 22.8352 -21.1024 -12.7346
H 25.5605 -17.1041 -17.3531
H 19.6504 -20.0952 -12.0284
H 21.6082 -14.8546 -16.2815
H 21.8092 -18.5493 -12.1471
H 23.3575 -20.2707 -16.0067
H 22.9333 -21.6430 -17.1457
H 22.4712 -20.4673 -10.5475
H 21.5495 -17.4727 -19.0830
H 22.4357 -16.3855 -17.9136
H 22.1919 -18.4061 -16.3781
H 24.3640 -20.5874 -17.3025
H 22.0456 -16.3471 -14.2576
H 23.3324 -19.1845 -9.5962
H 19.0949 -21.2177 -15.1581
H 23.6709 -19.5205 -11.2766

Energy above the lowest of the compared OMol25 structures with the same formula, charge and spin, kJ/mol: 0.0
HOMO energy, eV: -7.2
Kohn-Sham gap, eV: 9.84
Charge: -1

***

2.
DFT (wB97M-V/def2-TZVPD) results for a molecular structure, C60H46IrN3O2P2S.

Cartesian coordinates (Å):
Ir -1.2069 -0.2379 -0.9962
S 1.8362 -0.7264 -0.2742
P -0.5831 -1.1256 1.7443
P -0.5039 1.9177 -0.4764
O 1.6996 -1.9923 -1.2822
O -2.9861 -3.9097 -1.2398
N -1.4857 -2.1791 -1.3750
N -3.0030 -0.5832 0.0286
N 0.2227 -0.5283 -2.4026
C 4.1695 -1.7716 0.6461
C -3.5496 -0.3891 -4.5956
C 2.2839 -1.6818 2.2344
C -4.8795 -2.0520 -0.1116
C 1.6682 -2.2223 4.9746
C -4.5348 1.3011 -3.2313
C -0.9556 2.4735 3.5193
C -1.2670 5.0515 -2.9852
C -2.4492 5.5693 -2.4694
C 1.2543 -0.1380 -4.5225
C 1.4799 -2.3204 -3.5925
C -1.4169 -2.7313 1.9512
C -2.7759 1.1977 4.4185
C 2.7775 0.4683 -1.1325
C -2.3776 0.0922 3.6741
C -0.6431 -3.8470 1.6128
C -3.2825 -4.2100 2.3551
C -1.2740 0.1705 2.8319
C 1.2492 2.4491 -0.3382
C -0.5603 1.3724 2.7793
C -2.4050 3.9263 -0.7192
C 4.5538 -2.5201 2.8597
C -1.2278 3.3894 -1.2371
C -5.0879 0.0699 0.9691
C -2.4897 -0.4827 -3.7047
C -2.6489 -2.7580 -1.0427
C 5.0375 -2.3261 1.5907
C 1.7367 -1.4602 -4.6040
C 5.6231 3.5281 -1.8755
C 0.9575 -1.4898 2.7195
C -0.4671 -2.8691 -2.1200
C 3.2177 -2.1923 3.1610
C 2.4661 1.8286 -0.8065
C -4.5906 0.4943 -4.3559
C -3.4719 1.2012 -2.3444
C 0.4995 0.2623 -3.4121
C -2.0774 2.3911 4.3357
C 4.7017 2.3413 -1.7873
C 5.2284 -3.0734 4.0843
C 3.5399 2.7005 -1.0723
C -2.4216 0.3059 -2.5469
C 2.8560 -1.4520 0.9390
C -0.6505 3.9785 -2.3652
C -5.6636 -1.1217 0.5512
C -3.5533 -1.7587 -0.3467
C 3.8616 0.1284 -1.9174
C 4.1656 -2.9724 5.2058
C -3.0110 5.0147 -1.3293
C 4.8221 1.0749 -2.3017
C -2.7482 -2.9279 2.3053
C 4.8594 4.6833 -1.1789
C -1.1792 -5.1202 1.6528
C 2.9315 -2.4575 4.5146
C -3.7601 0.3103 0.6754
C -2.5020 -5.3066 2.0338
C 0.7010 -1.9016 -2.3920
C 3.5693 4.0632 -0.7134
C 1.3438 3.7815 0.0615
C 0.7108 -1.7587 4.0566
C 2.4854 4.5902 -0.0711
H 1.4326 0.5706 -5.3180
H 0.0862 1.2614 -3.3523
H -5.3243 2.0155 -3.0335
H -2.9217 -6.3025 2.0682
H -0.8229 5.4918 -3.8680
H 2.4529 5.6207 0.2566
H -3.3991 -2.0911 2.5159
H 6.1380 -2.5197 4.3181
H -1.6998 -1.1844 -3.9446
H -2.3906 3.2466 4.9189
H 0.2895 3.6036 -2.7555
H 5.8793 3.7579 -2.9099
H -0.5657 -5.9711 1.3879
H -0.8517 -3.2182 -3.0866
H 3.9798 -3.9340 5.6839
H 1.8130 -3.3502 -3.6098
H 4.4768 -2.2839 5.9927
H 3.9783 -0.9038 -2.2256
H 0.4500 4.2603 0.4419
H 2.2952 -1.7801 -5.4730
H -4.3191 -4.3448 2.6354
H -2.8417 3.5056 0.1806
H -3.4656 1.8609 -1.4880
H 4.5558 -1.5759 -0.3427
H -0.0816 -3.7475 -1.5923
H -5.2545 -3.0088 -0.4485
H -5.4289 0.5549 -5.0364
H -3.5651 -1.0242 -5.4720
H 0.3397 1.4397 2.1763
H -3.6320 1.1154 5.0752
H -0.3819 3.3905 3.4718
H -2.9244 6.4127 -2.9518
H 0.3930 -3.7206 1.3145
H -3.2686 1.2286 0.9688
H 5.6588 0.7808 -2.9210
H -3.9187 5.4309 -0.9133
H 1.3854 -2.4016 6.0033
H -0.2985 -1.6206 4.4260
H 6.0549 -2.5684 1.3162
H 6.5614 3.3055 -1.3646
H 5.5295 -4.1070 3.9049
H 5.4216 5.0958 -0.3407
H -6.7080 -1.3241 0.7479
H 4.6618 5.5111 -1.8608
H -5.6579 0.8178 1.5017
H -2.9302 -0.8283 3.7858

HOMO energy (alpha / beta), eV: -11.6 / -11.6
Kohn-Sham gap (alpha / beta), eV: 3.95 / 3.94
Charge: +2

***

Repeat the first record exactly.
DFT (wB97M-V/def2-TZVPD) results for 7 unconnected molecules or ions with the total composition C18H42FN6O6.

Cartesian coordinates (Å):
F 21.9813 -18.2828 -14.2485
O 21.7267 -17.2042 -9.3678
O 23.5395 -13.6916 -13.8033
O 22.2392 -19.8449 -19.1429
O 16.8884 -18.0820 -13.8918
O 21.2254 -23.4223 -14.3511
O 27.1228 -18.7843 -15.6539
N 18.9962 -18.6871 -13.4875
N 21.1506 -21.1089 -14.6871
N 24.8855 -18.0549 -15.6216
N 22.0168 -18.4666 -11.1622
N 22.2701 -18.3976 -17.3850
N 22.2785 -15.3724 -14.3836
C 22.5376 -19.5652 -17.9544
C 23.3076 -20.6252 -17.0363
C 24.2099 -15.6871 -12.8611
C 21.6823 -22.2548 -14.1472
C 18.0886 -18.0612 -14.1710
C 20.6753 -16.4104 -11.3568
C 21.4899 -17.4219 -10.5458
C 18.5776 -17.2707 -15.3767
C 22.8025 -22.1191 -13.1264
C 25.1985 -16.8077 -16.3686
C 21.3775 -14.5978 -15.2476
C 22.8662 -19.4513 -10.5446
C 23.3181 -14.8392 -13.7108
C 20.0621 -21.1566 -15.6569
C 18.7408 -19.6410 -12.4213
C 21.7085 -17.1870 -18.0432
C 25.7059 -19.8578 -14.1734
C 25.9412 -18.7914 -15.1700
H 19.4449 -17.7250 -15.8558
H 26.0216 -16.2453 -15.9278
H 22.7472 -22.8604 -12.3292
H 26.4000 -19.6784 -13.3524
H 25.2549 -15.4461 -13.0563
H 19.6207 -16.3865 -11.0824
H 25.7951 -20.8951 -14.4964
H 18.2909 -19.2199 -11.5223
H 20.7581 -16.7137 -12.4005
H 24.7106 -19.8652 -13.7292
H 20.3379 -14.8625 -15.0545
H 19.9342 -18.5863 -13.8484
H 20.7538 -16.8503 -17.6391
H 23.9239 -18.1668 -15.3336
H 24.0133 -15.5284 -11.8008
H 21.4908 -20.1986 -14.4119
H 23.7835 -22.3047 -13.5638
H 18.7914 -16.2415 -15.0884
H 21.1204 -15.4222 -11.2414
H 24.0487 -16.7372 -13.1047
H 24.2728 -16.2404 -16.4652
H 17.8487 -17.1817 -16.1823
H 20.1373 -21.9716 -16.3768
H 21.4821 -13.5155 -15.1717
H 17.9671 -20.3438 -12.7307
H 19.9250 -20.2105 -16.1804
H 22.8352 -21.1024 -12.7346
H 25.5605 -17.1041 -17.3531
H 19.6504 -20.0952 -12.0284
H 21.6082 -14.8546 -16.2815
H 21.8092 -18.5493 -12.1471
H 23.3575 -20.2707 -16.0067
H 22.9333 -21.6430 -17.1457
H 22.4712 -20.4673 -10.5475
H 21.5495 -17.4727 -19.0830
H 22.4357 -16.3855 -17.9136
H 22.1919 -18.4061 -16.3781
H 24.3640 -20.5874 -17.3025
H 22.0456 -16.3471 -14.2576
H 23.3324 -19.1845 -9.5962
H 19.0949 -21.2177 -15.1581
H 23.6709 -19.5205 -11.2766

Energy above the lowest of the compared OMol25 structures with the same formula, charge and spin, kJ/mol: 0.0
HOMO energy, eV: -7.2
Kohn-Sham gap, eV: 9.84
Charge: -1

***

- Which of these has the lowest charge?
  C18H42FN6O6